C43H35FN14O3Pb | the ωB97M-V functional and the def2-TZVPD basis

Structure (XYZ):
```
97
C43H35FN14O3Pb the ωB97M-V functional and the def2-TZVPD basis
Pb 0.162 -0.050 -0.014
C 3.863 2.506 0.538
C 4.990 1.745 0.235
C 4.820 0.456 -0.208
C 3.537 -0.088 -0.353
N 2.455 0.673 -0.097
C 2.634 1.939 0.345
N 3.488 -1.415 -0.678
C 2.469 -2.147 -0.890
N 1.122 -1.785 -1.123
C 0.422 -2.968 -1.432
N -0.788 -3.140 -1.780
C -1.706 -2.158 -2.021
C -2.964 -2.617 -2.446
C -3.953 -1.726 -2.774
C -3.677 -0.365 -2.697
C -2.434 0.023 -2.259
N -1.454 -0.835 -1.906
C 1.354 -4.107 -1.341
C 1.140 -5.458 -1.526
C 2.236 -6.299 -1.378
C 3.497 -5.792 -1.054
C 3.696 -4.430 -0.868
C 2.599 -3.606 -1.025
H 3.942 3.521 0.903
H 5.984 2.155 0.360
H 5.656 -0.195 -0.419
H 1.736 2.513 0.530
H -3.105 -3.686 -2.515
H -4.925 -2.077 -3.098
H -4.411 0.381 -2.975
H -2.194 1.074 -2.190
H 0.156 -5.841 -1.766
H 2.114 -7.366 -1.517
H 4.332 -6.472 -0.944
H 4.671 -4.030 -0.617
N -0.478 3.519 0.780
C -0.354 3.264 -0.569
C -0.561 4.343 -1.440
C -0.408 4.170 -2.790
C -0.035 2.916 -3.287
C 0.153 1.909 -2.390
N -0.008 2.066 -1.044
C -0.535 2.731 1.930
C -0.761 3.398 3.136
C -0.913 2.669 4.289
C -0.867 1.278 4.226
C -0.615 0.699 3.012
N -0.412 1.412 1.879
H -0.700 4.482 0.967
H -0.845 5.308 -1.036
H -0.569 5.002 -3.464
H 0.099 2.739 -4.344
H 0.443 0.915 -2.719
H -0.824 4.479 3.150
H -1.079 3.176 5.232
H -1.017 0.662 5.102
H -0.592 -0.378 2.901
C -6.819 -3.149 1.783
C -6.902 -1.639 1.633
C -8.003 -1.229 0.672
C -8.137 0.285 0.654
C -6.811 0.924 0.328
C -6.756 2.169 -0.246
C -5.525 2.746 -0.555
F -5.513 3.960 -1.126
C -4.350 2.109 -0.310
C -4.376 0.827 0.266
C -3.108 0.141 0.506
O -2.035 0.774 0.194
C -3.210 -1.156 1.063
C -4.456 -1.661 1.369
N -5.610 -1.036 1.165
C -5.601 0.238 0.591
C -2.046 -2.038 1.431
O -2.219 -2.959 2.204
O -0.892 -1.729 0.894
H -7.825 -3.524 1.969
H -6.203 -3.459 2.626
H -6.446 -3.621 0.870
H -7.114 -1.196 2.609
H -8.938 -1.686 0.991
H -7.771 -1.604 -0.330
H -8.476 0.631 1.635
H -8.885 0.606 -0.071
H -7.667 2.712 -0.470
H -3.401 2.562 -0.557
H -4.492 -2.640 1.822
N 2.673 -1.174 5.091
N 2.286 -1.410 3.794
N 2.161 -2.634 3.327
C 1.648 -2.401 2.129
N 1.493 -1.084 1.912
N 1.912 -0.460 3.008
H 3.215 -1.947 5.447
H 3.068 -0.253 5.197
H 1.375 -3.179 1.433
```

Its LUMO energy is -6.96 eV. Its energy relative to the best compared isomer or geometry (same formula, charge and spin) is 26.9 kcal per mole. As for the net charge: +2. The value obtained for the maximum force is 1.3 eV/A. The HOMO energy is -12.8 eV. The molar mass is 1022.05 g/mol. The frontier orbital gap is 0.214 Eh. The total energy is -80115.230 eV.